# 1
Molecular formula: C25H30BrInN2O2S4
Method: DFT, the ωB97M-V functional and the def2-TZVPD basis

- Net charge: +2
- F_max: 0.27 eV/Å
- Frontier orbital gap: 7.38 eV
- Spin multiplicity: 1

Each line ends with the natural charge from an NBO analysis.
Atoms and positions in Å:
1 In -0.453 0.193 0.040  1.271
2 C -0.001 3.655 -0.842  -0.534
3 C -0.098 3.799 0.664  -0.541
4 S -1.030 2.461 1.452  0.319
5 C -2.725 2.999 1.061  -0.532
6 C -3.724 2.102 1.773  -0.549
7 S -3.485 0.352 1.394  0.245
8 C -4.154 0.243 -0.282  -0.530
9 C -3.623 -1.028 -0.915  -0.521
10 S -1.892 -0.981 -1.476  -0.314
11 C 0.227 0.913 -3.660  -0.086
12 C 0.780 2.191 -3.080  -0.528
13 S 0.904 2.142 -1.268  0.313
14 H 0.554 4.498 -1.253  0.260
15 H -0.984 3.623 -1.313  0.227
16 H -0.587 4.738 0.924  0.259
17 H 0.886 3.787 1.125  0.263
18 H -2.876 2.989 -0.018  0.222
19 H -2.814 4.026 1.417  0.252
20 H -4.741 2.400 1.517  0.259
21 H -3.622 2.191 2.855  0.251
22 H -3.868 1.113 -0.874  0.218
23 H -5.242 0.201 -0.218  0.250
24 H -4.186 -1.231 -1.826  0.255
25 H -3.758 -1.881 -0.250  0.233
26 H -0.862 0.848 -3.591  0.212
27 H 0.536 0.862 -4.707  0.213
28 H 0.165 3.043 -3.365  0.251
29 H 1.796 2.366 -3.431  0.253
30 Br 0.188 -5.887 -4.595  0.133
31 C 0.359 -4.087 -4.083  -0.127
32 C -0.055 -3.072 -4.934  -0.154
33 C 0.083 -1.740 -4.569  -0.243
34 C 0.615 -1.414 -3.332  0.353
35 O 0.819 -0.139 -2.905  -0.516
36 C 1.008 -2.429 -2.450  -0.205
37 C 1.520 -2.241 -1.107  0.251
38 N 1.337 -1.282 -0.258  -0.574
39 C 1.991 -1.493 0.991  0.186
40 C 3.289 -1.909 1.092  -0.226
41 C 3.848 -2.233 2.348  -0.179
42 C 3.094 -2.145 3.482  -0.188
43 C 1.762 -1.667 3.413  -0.014
44 C 0.940 -1.527 4.551  -0.079
45 C -0.322 -1.018 4.416  -0.265
46 C -0.756 -0.616 3.147  0.110
47 N -0.024 -0.747 2.056  -0.553
48 C 1.223 -1.298 2.165  0.111
49 C 0.907 -3.764 -2.858  -0.133
50 H -0.476 -3.319 -5.899  0.250
51 H -0.236 -0.976 -5.260  0.232
52 H 2.102 -3.092 -0.749  0.202
53 H 3.893 -2.002 0.198  0.239
54 H 4.873 -2.572 2.397  0.248
55 H 3.501 -2.425 4.445  0.242
56 H 1.320 -1.823 5.521  0.245
57 H -0.985 -0.905 5.261  0.254
58 H -1.737 -0.180 3.021  0.220
59 H 1.243 -4.552 -2.196  0.238
60 C 2.218 1.669 2.846  -0.259
61 O 1.827 1.548 1.469  -0.760
62 H 2.617 2.663 3.053  0.195
63 H 2.960 0.916 3.111  0.190
64 H 1.321 1.519 3.444  0.189
65 H 2.614 1.629 0.919  0.495


# 2
Molecular formula: C3H4LiMgO3
Method: DFT, the ωB97M-V functional and the def2-TZVPD basis

- Net charge: +1
- F_max: 2.22 eV/Å
- Frontier orbital gap (alpha / beta): 1.69 / 8.51 eV
- Spin multiplicity: 1

Each line ends with the natural charge from an NBO analysis.
Atoms and positions in Å:
1 C -2.385 0.207 0.192  0.494
2 C -1.012 -0.339 -0.074  -0.231
3 O -0.133 0.759 -0.321  -0.511
4 C 1.107 0.522 -0.699  0.219
5 O 1.492 -0.674 -0.827  -0.819
6 O -3.260 -0.502 0.678  -0.667
7 H -2.474 1.312 0.229  0.167
8 H -1.055 -1.015 -0.940  0.247
9 H -0.676 -0.926 0.794  0.251
10 Mg 3.087 0.520 -1.269  1.038
11 Li -5.179 -0.424 0.600  0.937
12 H -5.152 0.802 -0.720  -0.125


# 3
Molecular formula: C3H9NO2
Method: DFT, the ωB97M-V functional and the def2-TZVPD basis

- F_max: 3.22 eV/Å
- Frontier orbital gap: 10.37 eV
- SMILES string: CCNC=O.O
- Spin multiplicity: 1

Each line ends with the natural charge from an NBO analysis.
Atoms and positions in Å:
1 C 0.099 0.891 -0.985  0.511
2 N 1.091 -0.099 -0.821  -0.644
3 C 1.413 -0.731 0.454  -0.238
4 C 2.025 0.146 1.542  -0.638
5 O 0.070 1.379 -2.121  -0.594
6 H -0.354 1.374 -0.026  0.135
7 H 1.873 0.103 -1.520  0.411
8 H 2.129 -1.535 0.124  0.207
9 H 0.631 -1.336 0.813  0.200
10 H 3.190 -0.027 1.595  0.216
11 H 1.528 -0.199 2.493  0.218
12 H 1.866 1.213 1.410  0.217
13 H -4.510 -0.443 -0.532  0.478
14 H -5.644 -0.261 -1.657  0.481
15 O -5.408 -0.475 -0.770  -0.959